(1)
This record from the Open Molecules 2025 dataset describes 7 unconnected molecules or ions with the total composition C36H83N3O7. The level of theory is ωB97M-V/def2-TZVPD.

Properties
- relative energy (zero: lowest compared OMol25 entry of this formula, charge and spin) (eV) = 0.000
- spin multiplicity = 1
- F_max (hartree/bohr) = 0.0402
- lowest unoccupied orbital energy (eV) = 0.494
- SMILES = CC1(C)CCCC(C)(C)N1O.CC1(C)CCCC(C)(C)N1O.CC1(C)CCCC(C)(C)N1O.CC(C)O.CC(C)O.CC(C)O.O
- total charge = 0
- Kohn-Sham gap (eV) = 8.68

Each line ends with the Löwdin charge.
Geometry (Å):
O  -0.20  0.12  -1.24  -0.050
H  -0.59  -0.24  -0.44  0.010
H  -0.35  -0.57  -1.91  0.035
C  6.18  1.86  -5.14  -0.031
C  6.18  0.70  -4.13  -0.500
C  7.08  1.00  -2.93  -0.141
C  6.81  0.19  -1.68  -0.192
C  5.34  0.17  -1.31  -0.141
C  4.41  -0.21  -2.45  -0.505
N  4.76  0.59  -3.66  -0.099
O  3.98  0.15  -4.76  -0.035
C  4.51  -1.71  -2.73  -0.033
C  2.97  0.18  -2.08  -0.031
C  6.66  -0.59  -4.81  -0.038
H  6.02  1.48  -6.15  0.078
H  7.16  2.34  -5.14  0.081
H  5.42  2.58  -4.85  0.084
H  8.12  0.81  -3.22  0.121
H  6.96  2.06  -2.66  0.121
H  7.41  0.62  -0.88  0.112
H  7.20  -0.83  -1.79  0.103
H  5.02  1.15  -0.93  0.124
H  5.26  -0.55  -0.49  0.125
H  4.27  -2.00  -3.76  0.077
H  5.53  -2.09  -2.67  0.068
H  3.81  -2.34  -2.17  0.070
H  2.23  -0.16  -2.81  0.068
H  2.75  -0.20  -1.09  0.085
H  2.88  1.26  -2.18  0.083
H  7.51  -0.30  -5.42  0.087
H  5.88  -1.07  -5.40  0.079
H  7.02  -1.32  -4.09  0.070
H  3.39  0.89  -4.93  0.111
C  -4.36  3.74  0.98  -0.028
C  -4.81  2.30  1.42  -0.497
C  -6.27  2.22  0.93  -0.144
C  -6.81  0.80  0.81  -0.177
C  -5.87  -0.09  -0.01  -0.132
C  -4.40  -0.04  0.45  -0.486
N  -3.99  1.36  0.63  -0.084
O  -2.63  1.50  0.99  -0.029
C  -4.28  -0.97  1.67  -0.023
C  -3.53  -0.69  -0.66  -0.019
C  -4.68  2.14  2.92  -0.018
H  -4.61  3.79  -0.08  0.078
H  -3.33  4.05  1.12  0.075
H  -5.07  4.42  1.46  0.084
H  -6.90  2.66  1.71  0.124
H  -6.39  2.73  -0.03  0.117
H  -7.80  0.78  0.36  0.112
H  -6.88  0.50  1.86  0.103
H  -6.03  0.08  -1.07  0.122
H  -6.21  -1.11  0.21  0.113
H  -4.51  -1.99  1.36  0.084
H  -3.26  -0.98  2.05  0.061
H  -4.86  -0.63  2.53  0.076
H  -2.64  -1.12  -0.16  0.050
H  -4.01  -1.54  -1.12  0.089
H  -3.10  0.05  -1.33  0.086
H  -3.66  1.98  3.27  0.061
H  -5.34  1.32  3.21  0.076
H  -4.99  3.07  3.39  0.092
H  -2.29  2.13  0.33  0.056
C  0.10  -0.07  1.98  -0.035
C  0.33  -0.15  3.49  -0.489
C  1.62  0.64  3.77  -0.136
C  1.82  1.03  5.22  -0.184
C  0.57  1.69  5.82  -0.143
C  -0.74  0.91  5.56  -0.507
N  -0.81  0.49  4.15  -0.100
O  -2.01  -0.18  3.85  -0.029
C  -0.79  -0.25  6.53  -0.034
C  -1.84  1.95  5.82  -0.037
C  0.57  -1.59  3.96  -0.033
H  -0.59  -0.86  1.69  0.067
H  1.04  -0.24  1.45  0.091
H  -0.23  0.91  1.65  0.077
H  2.46  -0.03  3.59  0.121
H  1.76  1.50  3.12  0.123
H  2.64  1.75  5.33  0.111
H  2.12  0.20  5.86  0.102
H  0.53  2.71  5.43  0.115
H  0.65  1.86  6.89  0.122
H  -1.31  0.02  7.46  0.083
H  -1.51  -1.02  6.21  0.085
H  0.15  -0.76  6.73  0.072
H  -2.86  1.64  5.56  0.072
H  -1.83  2.19  6.89  0.084
H  -1.72  2.81  5.16  0.084
H  -0.31  -2.24  4.03  0.083
H  1.11  -1.73  4.89  0.072
H  1.11  -2.14  3.17  0.077
H  -2.39  0.44  3.20  0.053
C  -0.03  4.63  -3.15  -0.057
C  0.30  3.50  -2.18  -0.492
C  -0.70  3.41  -1.04  -0.065
O  0.40  2.27  -2.86  -0.070
H  -0.64  4.24  -3.97  0.081
H  0.80  5.11  -3.66  0.072
H  -0.59  5.46  -2.71  0.071
H  1.29  3.73  -1.75  0.131
H  -0.98  4.39  -0.64  0.080
H  -0.21  2.90  -0.20  0.079
H  -1.66  3.02  -1.39  0.092
H  0.23  1.57  -2.19  0.029
C  1.18  -3.39  -3.65  -0.049
C  -0.03  -2.50  -3.66  -0.490
C  -1.03  -2.83  -4.78  -0.042
O  -0.69  -2.45  -2.40  -0.081
H  0.89  -4.45  -3.60  0.082
H  1.82  -3.19  -2.80  0.066
H  1.70  -3.31  -4.61  0.089
H  0.32  -1.48  -3.89  0.129
H  -1.23  -3.90  -4.70  0.077
H  -0.56  -2.57  -5.73  0.080
H  -1.98  -2.31  -4.69  0.076
H  -0.79  -3.35  -2.05  0.051
C  -0.35  -3.69  0.58  -0.053
C  -0.99  -5.00  0.21  -0.453
C  -2.41  -5.12  0.78  -0.057
O  -1.11  -5.05  -1.23  -0.069
H  0.67  -3.66  0.21  0.094
H  -0.19  -3.68  1.67  0.078
H  -0.96  -2.82  0.34  0.064
H  -0.50  -5.88  0.64  0.139
H  -2.89  -6.01  0.35  0.077
H  -3.06  -4.27  0.53  0.074
H  -2.42  -5.28  1.86  0.084
H  -1.34  -5.97  -1.43  0.099


(2)
This record from the Open Molecules 2025 dataset describes 3 unconnected molecules or ions with the total composition C5H11NO. The level of theory is ωB97M-V/def2-TZVPD.

Properties
- relative energy (zero: lowest compared OMol25 entry of this formula, charge and spin) (eV) = 11.200
- spin multiplicity = 1
- F_max (hartree/bohr) = 0.1191
- lowest unoccupied orbital energy (eV) = -2.935
- total charge = 0
- Kohn-Sham gap (eV) = 4.01

Each line ends with the natural charge from an NBO analysis.
Geometry (Å):
C  3.21  0.13  0.50  -0.716
C  2.08  -0.90  0.70  0.150
C  0.97  -1.00  -0.18  -0.331
C  0.00  -2.01  -0.26  -0.157
C  -5.92  1.28  -0.15  -0.061
N  -5.40  -0.03  -0.10  -0.643
H  3.57  0.72  1.44  0.304
H  4.09  -0.31  0.04  0.318
H  2.80  0.87  -0.22  0.293
H  2.16  -1.70  1.40  0.187
H  0.84  -0.28  -1.03  0.236
H  -0.08  -2.92  0.27  0.201
H  -0.80  -1.79  -0.99  0.212
H  -5.34  2.10  0.20  0.165
H  -7.03  1.31  -0.45  0.179
H  -5.42  0.41  0.93  0.361
H  4.96  2.61  -0.47  0.419
O  4.51  1.78  -0.51  -1.117


(3)
This record from the Open Molecules 2025 dataset describes a molecular structure, C43H34As2ClGdNO4. The level of theory is ωB97M-V/def2-TZVPD.

Properties
- spin multiplicity = 8
- F_max (hartree/bohr) = 0.0628
- lowest unoccupied orbital energy (alpha / beta) (eV) = -3.275 / -6.302
- total charge = +1
- Kohn-Sham gap (alpha / beta) (eV) = 7.45 / 4.34

Each line ends with the Mulliken spin population.
Geometry (Å):
Gd  11.57  13.30  12.90  6.609
Cl  13.05  15.86  19.83  0.003
C  12.91  15.12  18.32  0.015
C  14.11  14.72  17.70  -0.006
C  14.01  14.06  16.55  0.010
C  12.80  13.88  15.81  0.006
O  12.83  13.34  14.63  0.085
C  11.59  14.38  16.40  0.006
C  10.37  14.45  15.62  0.001
O  10.23  14.24  14.42  0.025
C  11.74  14.92  17.66  -0.007
H  15.08  14.81  18.17  0.000
H  14.88  13.69  16.08  0.000
H  9.46  14.73  16.17  -0.001
H  10.87  15.33  18.17  0.000
C  11.85  9.60  11.17  0.000
C  10.78  9.19  12.21  0.001
As  10.07  10.56  13.48  0.064
C  8.18  10.15  13.57  -0.006
C  7.70  8.86  13.39  0.002
C  6.37  8.51  13.57  0.000
C  5.51  9.49  14.00  0.000
C  6.00  10.75  14.36  0.000
C  7.31  11.05  14.13  0.000
C  10.63  9.76  15.21  -0.002
C  11.94  9.30  15.46  0.001
C  12.35  9.00  16.79  0.000
C  11.42  9.13  17.82  0.001
C  10.12  9.45  17.53  0.000
C  9.67  9.70  16.23  0.002
As  11.28  11.19  10.30  0.050
C  9.52  10.46  9.77  -0.001
C  8.42  11.25  10.16  -0.006
C  7.16  10.75  10.01  0.001
C  6.96  9.47  9.57  0.000
C  8.01  8.69  9.20  0.000
C  9.31  9.20  9.23  0.002
C  12.27  11.36  8.66  0.000
C  11.84  10.74  7.51  -0.001
C  12.48  11.10  6.29  0.000
C  13.39  12.12  6.34  0.000
C  13.83  12.71  7.53  0.000
C  13.18  12.44  8.71  -0.001
H  12.06  8.82  10.42  0.000
H  12.87  9.72  11.60  0.000
H  11.22  8.35  12.88  -0.001
H  9.94  8.72  11.73  0.000
H  8.30  8.03  13.05  0.000
H  5.99  7.53  13.38  0.000
H  4.49  9.23  14.19  0.000
H  5.31  11.46  14.83  0.000
H  7.68  12.02  14.37  0.000
H  12.64  9.20  14.64  0.000
H  13.34  8.63  16.96  0.000
H  11.66  9.17  18.87  0.000
H  9.39  9.63  18.30  0.000
H  8.62  9.94  16.04  0.000
H  8.57  12.20  10.60  0.002
H  6.34  11.38  10.43  0.000
H  5.98  9.00  9.50  0.000
H  7.81  7.66  8.89  0.000
H  10.13  8.50  8.95  0.000
H  11.09  9.93  7.62  0.000
H  12.19  10.64  5.35  0.000
H  13.85  12.41  5.45  0.000
H  14.63  13.47  7.49  0.000
H  13.54  12.94  9.63  0.000
O  13.64  15.89  10.20  0.011
C  12.77  15.33  10.83  -0.005
O  12.95  14.47  11.79  0.102
C  11.33  15.65  10.54  -0.001
C  11.05  16.66  9.62  0.001
C  9.76  16.96  9.38  0.001
C  8.71  16.18  10.02  0.001
C  7.29  16.45  9.82  0.000
C  6.33  15.80  10.62  0.000
C  6.73  14.79  11.45  0.001
C  8.08  14.43  11.59  0.008
C  9.09  15.17  10.88  -0.010
N  10.39  14.92  11.14  0.038
H  11.96  17.11  9.22  -0.001
H  9.35  17.70  8.77  0.000
H  6.87  17.17  9.09  0.000
H  5.28  16.12  10.46  0.000
H  6.04  14.25  12.02  0.000
H  8.37  13.75  12.42  -0.003


Copy entry 2 word for word.
This record from the Open Molecules 2025 dataset describes 3 unconnected molecules or ions with the total composition C5H11NO. The level of theory is ωB97M-V/def2-TZVPD.

Properties
- relative energy (zero: lowest compared OMol25 entry of this formula, charge and spin) (eV) = 11.200
- spin multiplicity = 1
- F_max (hartree/bohr) = 0.1191
- lowest unoccupied orbital energy (eV) = -2.935
- total charge = 0
- Kohn-Sham gap (eV) = 4.01

Each line ends with the natural charge from an NBO analysis.
Geometry (Å):
C  3.21  0.13  0.50  -0.716
C  2.08  -0.90  0.70  0.150
C  0.97  -1.00  -0.18  -0.331
C  0.00  -2.01  -0.26  -0.157
C  -5.92  1.28  -0.15  -0.061
N  -5.40  -0.03  -0.10  -0.643
H  3.57  0.72  1.44  0.304
H  4.09  -0.31  0.04  0.318
H  2.80  0.87  -0.22  0.293
H  2.16  -1.70  1.40  0.187
H  0.84  -0.28  -1.03  0.236
H  -0.08  -2.92  0.27  0.201
H  -0.80  -1.79  -0.99  0.212
H  -5.34  2.10  0.20  0.165
H  -7.03  1.31  -0.45  0.179
H  -5.42  0.41  0.93  0.361
H  4.96  2.61  -0.47  0.419
O  4.51  1.78  -0.51  -1.117


Q: The highest spin multiplicity belongs to which entry?
A: C43H34As2ClGdNO4